1.
This record from the Open Molecules 2025 dataset describes C4H8O3 as an isolated structure at a distorted geometry. The level of theory is ωB97M-V/def2-TZVPD.

Structure (XYZ):
```
15
C4H8O3 (ωB97M-V/def2-TZVPD)
O 0.35 0.13 -0.96
C 1.27 -0.86 -1.52
C 1.84 -1.12 -0.13
C 0.95 0.03 0.26
O 0.80 0.71 1.23
C -2.31 0.83 0.70
O -1.66 1.97 1.20
H -1.97 0.45 -0.30
H 1.94 -0.37 -2.23
H 0.75 -1.70 -1.99
H 2.90 -0.94 0.02
H 1.53 -2.07 0.32
H -3.34 1.14 0.55
H -2.33 0.05 1.49
H -0.73 1.77 1.36
```

Calculated values
Energy above the lowest of the compared OMol25 structures with the same formula, charge and spin   182.50 kJ/mol
Highest occupied orbital energy   -9.6 eV
E   -10419.112 eV
E_LUMO   0.66 eV
F_max   0.0216 hartree/bohr
Multiplicity   1



2.
This record from the Open Molecules 2025 dataset describes a 2-piece molecular cluster, C4H8O3 overall at a distorted geometry. The level of theory is ωB97M-V/def2-TZVPD.

Structure (XYZ):
```
15
C4H8O3 (ωB97M-V/def2-TZVPD)
O 0.63 0.36 -1.18
C -0.40 0.16 -0.60
C -0.65 -0.73 0.57
C 0.50 -0.71 1.56
C 0.70 0.67 2.10
O 1.78 1.16 2.35
H -1.29 0.75 -0.92
H -1.66 -0.57 0.91
H -0.59 -1.75 0.15
H 1.53 -0.99 1.32
H 0.35 -1.35 2.45
H -0.10 1.42 2.08
O -0.19 0.14 -3.69
H -0.96 0.68 -3.94
H 0.33 0.76 -3.16
```

Calculated values
Energy above the lowest of the compared OMol25 structures with the same formula, charge and spin   214.12 kJ/mol
Highest occupied orbital energy   -10.0 eV
E   -10418.784 eV
E_LUMO   0.63 eV
Structure (SMILES)   O=CCCC=O.O
F_max   0.0517 hartree/bohr
Multiplicity   1



3.
This record from the Open Molecules 2025 dataset describes C4H8O3 in the gas phase. The level of theory is ωB97M-V/def2-TZVPD.

Structure (XYZ):
```
15
C4H8O3 (ωB97M-V/def2-TZVPD)
C 1.33 2.05 0.18
C 0.04 1.24 0.30
O 0.39 -0.14 0.18
C -0.59 -1.05 -0.07
O -1.81 -0.72 0.46
C -0.17 -2.41 -0.32
O -0.86 -1.68 -1.36
H 2.02 1.83 1.00
H 1.83 1.82 -0.76
H 1.10 3.12 0.20
H -0.67 1.51 -0.48
H -0.44 1.43 1.27
H -2.37 -1.17 -0.19
H 0.87 -2.56 -0.60
H -0.67 -3.24 0.18
```

Calculated values
Energy above the lowest of the compared OMol25 structures with the same formula, charge and spin   243.08 kJ/mol
Highest occupied orbital energy   -10.0 eV
E   -10418.484 eV
E_LUMO   0.96 eV
Structure (SMILES)   CCO[C@]1(O)CO1
F_max   0.0153 hartree/bohr
Multiplicity   1



What is the energy above the lowest of the compared OMol25 structures with the same formula, charge and spin in the first record? 182.50 kJ/mol